80
Properties=species:S:1:pos:R:3 method="wB97M-V/def2-TZVPD" s2=3.9235 lumo_ev="0.3 / 0.3" e_above_lowest_kcal_mol=7.6 e_homo_ev="-4.60 / -6.52" spin_multiplicity=4 orbital_gap_ev="4.89 / 6.84"
Cr -1.219 0.106 -0.479
O -2.640 1.143 -1.132
C -3.928 0.809 -1.267
C -4.860 1.833 -1.436
C -6.209 1.568 -1.615
C -6.658 0.250 -1.631
C -5.752 -0.776 -1.460
C -4.375 -0.542 -1.265
C -3.526 -1.673 -1.059
N -2.234 -1.587 -0.715
N -1.614 -2.733 -0.441
C -0.348 -2.652 -0.158
O 0.276 -1.357 -0.232
C 0.470 -3.730 0.325
C 0.027 -5.059 0.202
C 0.807 -6.102 0.656
C 2.048 -5.866 1.247
C 2.487 -4.558 1.388
C 1.711 -3.501 0.939
H -4.490 2.851 -1.436
H -6.906 2.386 -1.747
H -7.707 0.030 -1.775
H -6.095 -1.804 -1.466
H -3.950 -2.670 -1.118
H -0.932 -5.244 -0.262
H 0.449 -7.118 0.544
H 2.655 -6.691 1.596
H 3.439 -4.354 1.864
H 2.060 -2.488 1.105
C 4.125 0.856 -1.871
C 3.531 -0.469 -1.437
C 4.497 -1.223 -0.536
O 2.334 -0.207 -0.645
B 1.467 -1.228 -0.937
O 1.842 -2.018 -1.975
C 2.972 -1.349 -2.602
C 3.929 -2.403 -3.116
C 2.406 -0.523 -3.748
H 4.490 1.395 -0.996
H 3.391 1.480 -2.378
H 4.969 0.690 -2.542
H 4.679 -0.628 0.360
H 5.450 -1.392 -1.038
H 4.087 -2.187 -0.234
H 4.203 -3.108 -2.334
H 4.835 -1.935 -3.508
H 3.454 -2.958 -3.924
H 1.725 0.249 -3.385
H 1.850 -1.183 -4.413
H 3.201 -0.042 -4.319
C 1.632 2.617 0.732
Te 0.422 2.234 -0.977
C -0.843 3.788 -0.258
C -0.092 4.447 0.873
C -0.579 5.614 1.458
C 0.096 6.215 2.506
C 1.277 5.656 2.980
C 1.772 4.501 2.401
C 1.096 3.886 1.350
H 2.677 2.710 0.441
H 1.539 1.756 1.396
H -1.769 3.309 0.058
H -1.075 4.486 -1.059
H -1.497 6.052 1.084
H -0.293 7.122 2.950
H 1.812 6.125 3.795
H 2.696 4.066 2.766
C -3.428 -0.217 2.099
P -1.702 0.279 1.797
C -1.610 1.830 2.762
C -0.757 -0.884 2.835
H -3.663 -0.182 3.164
H -3.584 -1.227 1.719
H -4.102 0.448 1.555
H -2.028 1.687 3.760
H -2.170 2.613 2.251
H -0.576 2.163 2.858
H -1.111 -0.869 3.867
H 0.303 -0.625 2.811
H -0.866 -1.892 2.430



82
Properties=species:S:1:pos:R:3 method="wB97M-V/def2-TZVPD" lumo_ev=3.8 charge=-2 e_above_lowest_kcal_mol=0.0 e_homo_ev=-1.80 spin_multiplicity=1 orbital_gap_ev=5.59
Rb 0.554 0.121 2.205
C -1.754 2.648 2.979
N -2.131 1.245 3.130
C -2.960 0.824 2.013
C -3.146 -0.687 1.905
N -2.023 -1.382 1.291
C -1.826 -0.974 -0.095
C -2.031 -2.809 1.426
C -3.196 -3.468 1.820
C -3.252 -4.848 1.971
C -2.117 -5.594 1.699
C -0.959 -4.951 1.298
C -0.853 -3.558 1.156
S 0.694 -2.884 0.683
C -2.637 0.974 4.445
C -3.994 0.741 4.651
C -4.514 0.477 5.913
C -3.648 0.463 6.996
C -2.300 0.699 6.801
C -1.734 0.949 5.539
S -0.020 1.198 5.395
H -2.644 3.297 2.930
H -1.180 2.783 2.058
H -1.129 2.944 3.819
H -2.486 1.209 1.109
H -3.954 1.303 2.037
H -4.077 -0.864 1.333
H -3.298 -1.091 2.906
H -2.755 -1.040 -0.691
H -1.066 -1.607 -0.544
H -1.458 0.051 -0.173
H -4.092 -2.899 2.022
H -4.172 -5.323 2.292
H -2.128 -6.673 1.807
H -0.063 -5.526 1.097
H -4.678 0.750 3.812
H -5.574 0.284 6.035
H -4.024 0.257 7.993
H -1.619 0.675 7.643
Cl 7.312 4.320 -0.762
C 5.772 3.652 -0.328
C 5.682 2.543 0.517
Cl 7.142 1.833 1.128
C 4.458 2.007 0.865
Cl 4.362 0.624 1.905
C 3.207 2.538 0.388
O 2.097 2.041 0.668
C 3.361 3.681 -0.470
Cl 1.894 4.363 -1.090
C 4.589 4.210 -0.814
Cl 4.675 5.583 -1.870
C 0.613 0.585 -5.577
C 0.076 0.976 -4.198
C 0.233 2.478 -3.953
P 0.631 0.073 -2.657
C 2.418 0.528 -2.386
C 3.373 0.696 -3.569
C 3.010 -0.432 -1.349
C 0.614 -1.738 -3.103
C 1.661 -2.327 -4.050
C -0.796 -2.118 -3.559
H 0.201 1.257 -6.338
H 0.322 -0.429 -5.847
H 1.698 0.648 -5.635
H -1.001 0.767 -4.204
H 1.282 2.780 -3.934
H -0.194 2.768 -2.991
H -0.263 3.051 -4.741
H 2.322 1.504 -1.900
H 3.470 -0.217 -4.159
H 4.367 0.955 -3.190
H 3.061 1.500 -4.234
H 3.168 -1.424 -1.778
H 2.377 -0.563 -0.470
H 3.978 -0.064 -1.004
H 0.761 -2.203 -2.119
H 1.605 -1.907 -5.055
H 1.504 -3.407 -4.133
H 2.672 -2.176 -3.679
H -1.017 -1.733 -4.559
H -1.553 -1.734 -2.875
H -0.900 -3.206 -3.592



80
Properties=species:S:1:pos:R:3 method="wB97M-V/def2-TZVPD" s2=0.8356 lumo_ev="-7.5 / -6.8" charge=+2 e_homo_ev="-13.87 / -13.88" spin_multiplicity=2 orbital_gap_ev="6.36 / 7.04"
Fe 0.268 -0.076 -0.218
N -1.971 3.512 0.239
C -1.369 2.388 -0.153
S -0.077 1.762 0.885
N -1.754 1.789 -1.229
N -1.019 0.667 -1.474
C -1.200 0.055 -2.595
C -2.131 0.479 -3.650
C -3.109 -0.411 -4.098
C -3.994 -0.024 -5.091
C -3.886 1.238 -5.658
C -2.907 2.121 -5.222
C -2.038 1.752 -4.209
C -0.337 -1.137 -2.750
C -0.284 -1.878 -3.912
C 0.576 -2.970 -3.981
C 1.368 -3.272 -2.889
C 1.275 -2.471 -1.764
N 0.444 -1.431 -1.680
H -1.664 4.011 1.055
H -2.679 3.923 -0.348
H -3.195 -1.397 -3.655
H -4.764 -0.706 -5.424
H -4.568 1.536 -6.443
H -2.824 3.101 -5.670
H -1.283 2.443 -3.861
H -0.897 -1.594 -4.755
H 0.629 -3.565 -4.882
H 2.056 -4.105 -2.900
H 1.888 -2.656 -0.893
C 2.871 1.102 1.542
P 2.015 -0.502 1.370
C 1.082 -0.713 2.926
N 1.690 -0.543 4.075
C 0.954 -0.653 5.204
C 1.572 -0.477 6.463
C 0.824 -0.593 7.596
C -0.564 -0.880 7.530
C -1.191 -1.046 6.331
C -0.440 -0.938 5.138
N -1.051 -1.084 3.940
C -0.308 -0.982 2.864
P -1.155 -1.065 1.255
C -2.726 -0.192 1.492
C -1.688 -2.831 0.960
C -2.770 -3.189 2.001
C -0.505 -3.772 1.137
C -2.280 -2.974 -0.440
C 3.437 -1.732 1.421
C 4.342 -1.428 0.220
C 2.953 -3.183 1.422
C 4.265 -1.553 2.708
H 3.796 1.003 2.101
H 2.229 1.805 2.067
H 3.089 1.507 0.552
H 2.629 -0.252 6.491
H 1.288 -0.464 8.564
H -1.128 -0.963 8.449
H -2.249 -1.257 6.259
H -3.154 -0.543 2.431
H -3.406 -0.423 0.672
H -2.585 0.880 1.550
H -2.450 -2.987 3.020
H -2.966 -4.259 1.915
H -3.712 -2.671 1.817
H -0.106 -3.720 2.150
H 0.298 -3.563 0.429
H -0.838 -4.797 0.966
H -3.071 -2.249 -0.635
H -2.728 -3.967 -0.518
H -1.526 -2.892 -1.219
H 3.823 -1.459 -0.736
H 5.139 -2.174 0.188
H 4.818 -0.450 0.312
H 2.556 -3.527 0.468
H 2.209 -3.359 2.192
H 3.809 -3.820 1.650
H 4.627 -0.542 2.871
H 5.142 -2.195 2.615
H 3.713 -1.862 3.590